1.
{
  "formula": "C5H6ClNS",
  "method": "ωB97M-V/def2-TZVPD",
  "largest_force_ha_per_bohr": 0.0173,
  "charge": 0,
  "homo_lumo_gap_ha": 0.3032,
  "e_homo_ev": -8.618,
  "e_above_lowest_kcal_mol": 21.5,
  "elements": ["C", "C", "C", "C", "C", "H", "H", "H", "H", "H", "H", "N", "S", "Cl"],
  "coordinates": [[1.320, -0.204, -1.259], [1.515, -0.929, -2.346], [0.074, -0.266, -0.413], [-0.864, 0.786, 1.663], [-2.064, 0.246, 1.849], [0.760, -1.616, -2.682], [2.421, -0.877, -2.917], [0.908, 1.089, 0.772], [-0.501, 1.545, 2.350], [-2.480, -0.507, 1.214], [-2.618, 0.580, 2.708], [0.082, 0.555, 0.652], [-1.157, -1.289, -0.827], [2.605, 0.887, -0.763]]
}

2.
{
  "formula": "C5H12NO",
  "method": "ωB97M-V/def2-TZVPD",
  "largest_force_ha_per_bohr": 0.0837,
  "charge": -2,
  "homo_lumo_gap_ha": [0.0877, 0.2219],
  "e_homo_ev": [4.367, 0.587],
  "s2": 0.7511,
  "multiplicity": 2,
  "e_above_lowest_kcal_mol": 56.9,
  "elements": ["C", "N", "C", "C", "C", "O", "C", "H", "H", "H", "H", "H", "H", "H", "H", "H", "H", "H", "H"],
  "coordinates": [[1.158, -0.445, 2.078], [0.903, 0.737, 1.094], [-0.610, 0.613, 0.499], [-0.930, -0.766, -0.030], [0.206, -1.201, -1.116], [0.106, -0.557, -2.224], [-0.957, 1.831, -0.534], [0.472, -0.376, 3.040], [0.814, -1.396, 1.562], [2.089, -0.486, 2.635], [1.412, 0.432, 0.205], [-1.126, 0.867, 1.459], [-1.872, -1.059, -0.474], [-0.854, -1.661, 0.689], [0.321, -2.294, -1.309], [1.307, -1.124, -0.697], [-0.383, 1.599, -1.441], [-1.962, 1.860, -0.922], [-0.589, 2.739, 0.003]]
}

3.
{
  "formula": "C2H4NO3",
  "method": "ωB97M-V/def2-TZVPD",
  "largest_force_ha_per_bohr": 0.1033,
  "charge": 1,
  "homo_lumo_gap_ha": 0.3874,
  "e_homo_ev": -15.330,
  "e_above_lowest_kcal_mol": 41.4,
  "elements": ["C", "C", "N", "O", "O", "O", "H", "H", "H", "H"],
  "coordinates": [[1.117, -1.975, 0.749], [0.061, 0.989, 0.191], [1.315, -0.879, 0.441], [1.333, 0.298, 0.096], [-1.112, 0.389, -0.156], [-1.484, 0.549, -1.553], [0.983, -3.038, 0.924], [-2.532, 0.582, -1.508], [0.315, 1.821, -0.419], [0.004, 1.265, 1.236]]
}

4.
{
  "formula": "C3H3N3",
  "method": "ωB97M-V/def2-TZVPD",
  "largest_force_ha_per_bohr": 0.0582,
  "charge": 0,
  "homo_lumo_gap_ha": 0.3416,
  "e_homo_ev": -8.995,
  "e_above_lowest_kcal_mol": 130.7,
  "elements": ["C", "C", "C", "N", "N", "N", "H", "H", "H"],
  "coordinates": [[-0.165, -0.206, -1.206], [0.250, -1.198, -0.589], [-0.406, 1.080, -0.640], [-0.219, 0.824, 0.827], [0.067, -0.167, 1.403], [0.333, -1.528, 0.713], [0.402, 1.821, -0.711], [-1.479, 1.289, -0.780], [1.218, -1.917, 0.982]]
}

5.
{
  "formula": "C10H29NO7",
  "method": "ωB97M-V/def2-TZVPD",
  "largest_force_ha_per_bohr": 0.0415,
  "charge": 0,
  "homo_lumo_gap_ha": 0.3691,
  "e_homo_ev": -9.745,
  "e_above_lowest_kcal_mol": 11.8,
  "elements": ["C", "C", "O", "O", "H", "H", "H", "H", "H", "H", "C", "C", "O", "O", "H", "H", "H", "H", "H", "H", "C", "C", "O", "O", "H", "H", "H", "H", "H", "H", "C", "C", "C", "O", "C", "N", "H", "H", "H", "H", "H", "H", "H", "H", "H", "H", "H"],
  "coordinates": [[3.331, 3.315, -2.901], [2.901, 1.998, -3.523], [1.797, 2.192, -4.420], [4.446, 3.115, -2.045], [2.488, 3.726, -2.333], [3.542, 4.057, -3.675], [2.607, 1.223, -2.817], [3.714, 1.663, -4.172], [1.020, 1.829, -3.983], [4.430, 3.754, -1.330], [2.077, -1.329, -1.036], [1.008, -1.117, -2.087], [0.032, -0.224, -1.519], [1.509, -1.863, 0.126], [2.646, -0.402, -0.870], [2.884, -1.983, -1.377], [0.429, -2.028, -2.275], [1.339, -0.706, -3.044], [-0.359, 0.348, -2.194], [0.693, -1.386, 0.317], [-2.280, -0.092, -3.454], [-2.288, 1.423, -3.416], [-0.968, 1.886, -3.050], [-2.618, -0.702, -2.210], [-1.243, -0.395, -3.660], [-2.699, -0.521, -4.364], [-3.006, 1.786, -2.676], [-2.550, 1.888, -4.371], [-1.039, 2.845, -3.119], [-1.810, -0.659, -1.656], [-2.746, -2.218, 5.625], [-1.975, -0.937, 5.353], [-0.955, -1.028, 4.225], [0.000, -2.045, 4.411], [0.870, -2.233, 3.306], [-2.917, 0.213, 5.241], [-2.041, -3.050, 5.614], [-3.346, -2.416, 4.725], [-3.439, -2.135, 6.456], [-1.384, -0.740, 6.258], [-0.502, -0.027, 4.171], [-1.422, -1.168, 3.239], [1.475, -3.140, 3.316], [1.533, -1.370, 3.415], [0.328, -2.360, 2.365], [-3.264, 0.035, 4.292], [-2.251, 0.981, 5.124]]
}

6.
{
  "formula": "C6H12O5S",
  "method": "ωB97M-V/def2-TZVPD",
  "largest_force_ha_per_bohr": 0.1260,
  "charge": 0,
  "homo_lumo_gap_ha": 0.3526,
  "e_homo_ev": -9.302,
  "e_above_lowest_kcal_mol": 98.4,
  "elements": ["C", "C", "C", "C", "C", "C", "H", "H", "H", "H", "H", "H", "H", "H", "H", "H", "H", "H", "O", "O", "O", "O", "O", "S"],
  "coordinates": [[-1.212, 0.333, 1.471], [0.573, -0.929, 0.490], [1.983, -1.513, 0.882], [0.407, -0.244, -0.852], [-0.965, -0.062, -1.239], [-1.738, 0.778, -0.018], [-0.735, 2.075, 1.825], [-1.804, -0.572, 1.766], [-0.285, -1.664, 0.560], [2.575, -2.062, -0.001], [1.814, -2.127, 1.803], [2.027, 0.902, 1.350], [0.911, 0.706, -0.908], [2.033, -0.935, -1.639], [-1.492, -0.984, -1.481], [-0.927, 0.398, -3.297], [-2.888, 0.417, -0.132], [-0.753, 2.114, -1.150], [-1.436, 1.382, 2.230], [0.188, 0.041, 1.451], [1.159, -1.106, -1.828], [-1.186, 0.923, -2.329], [-1.466, 2.230, -0.113], [3.218, -0.101, 1.161]]
}

Number 1 is which compound? C5H6ClNS